Record 1
The molecule C7H12O at a distorted geometry. Source: the Open Molecules 2025 dataset; level of theory: wB97M-V/def2-TZVPD.

Last column: Löwdin charge in e.
Cartesian coordinates (Å):
C (1.49418, 0.51596, -1.90131)  -0.085
C (1.29911, -1.03687, -1.66262)  -0.241
C (1.05785, -1.45339, -0.18367)  -0.241
C (-2.55688, 0.65184, 1.29286)  0.031
C (-1.28119, 0.95024, 1.62727)  -0.401
O (-1.16986, 2.10630, 2.38286)  0.007
C (-0.10729, 0.15918, 1.39812)  -0.043
C (-0.03641, -0.70238, 0.37727)  -0.150
H (2.28422, 0.81524, -2.56850)  0.052
H (0.55371, 1.02026, -2.17915)  0.074
H (1.73435, 0.93372, -0.91507)  0.062
H (2.11861, -1.69843, -2.00518)  0.104
H (0.38028, -1.34750, -2.14327)  0.085
H (0.78270, -2.61520, -0.28334)  0.159
H (1.99132, -1.32182, 0.36956)  0.111
H (-2.85388, -0.12406, 0.54534)  0.064
H (-3.43193, 1.25083, 1.58941)  0.060
H (-2.09180, 2.39979, 2.51269)  0.097
H (0.82527, 0.34051, 1.94283)  0.127
H (-0.99234, -0.84424, -0.19609)  0.127

Output
SMILES string = C=C(O)/C=C/CCC
Gap between HOMO and LUMO = 9.056 eV
HOMO = -8.202 eV

---

Record 2
A cluster of 5 separate species, C41H88Br2NO18P2 in total at a distorted geometry. Source: the Open Molecules 2025 dataset; level of theory: wB97M-V/def2-TZVPD.

Last column: Löwdin charge in e.
Cartesian coordinates (Å):
C (-1.49062, -0.38338, 7.69239)  -0.156
C (-0.58079, 1.00168, 7.66275)  -0.243
C (-0.94615, 1.93049, 6.35705)  -0.238
C (0.30952, 2.20778, 5.33538)  -0.223
C (1.18639, 0.85096, 4.96110)  -0.226
C (0.24462, -0.45011, 4.62553)  -0.224
P (0.81941, -1.43515, 3.05305)  0.476
N (2.52104, -1.36398, 3.54618)  -0.148
C (2.93757, -2.40512, 4.53757)  -0.278
C (3.56487, -3.89133, 4.24655)  -0.044
O (2.80844, -2.07337, 5.85378)  -0.078
C (3.49257, -1.09456, 2.44383)  -0.329
C (3.70367, 0.51035, 2.01812)  -0.049
O (4.25854, -1.95756, 1.77450)  -0.085
P (1.05574, -2.62272, 1.22899)  0.840
O (1.92581, -4.10117, 1.48725)  -0.380
O (1.64426, -1.69206, -0.11327)  -0.396
O (0.49759, -3.02524, 3.78452)  -0.391
C (-0.76179, -3.69294, 3.31374)  -0.266
C (-1.24160, -4.43905, 4.70969)  -0.191
C (0.03159, -4.72695, 5.75611)  -0.129
C (-1.70833, -2.36537, 2.93722)  -0.330
C (-3.14220, -2.65516, 2.21272)  -0.490
Br (-4.58504, -3.53106, 3.35991)  0.594
C (-3.53400, -2.36372, 0.81183)  -0.630
C (-5.08206, -2.69945, 0.28756)  -0.187
Br (-2.22092, -1.57101, -0.46537)  0.676
O (-0.87697, -1.21245, 2.56924)  -0.437
H (-1.97275, -0.59798, 6.62751)  0.065
H (-2.35762, -0.30406, 8.49055)  0.069
H (-0.79960, -1.30032, 7.97098)  0.073
H (-0.90433, 1.63149, 8.62215)  0.099
H (0.57290, 0.74372, 7.67918)  0.105
H (-1.80772, 1.39532, 5.72867)  0.100
H (-1.39904, 2.94498, 6.74095)  0.097
H (1.07001, 2.98241, 5.77391)  0.099
H (-0.14619, 2.68243, 4.35665)  0.104
H (1.90401, 0.58456, 5.87756)  0.104
H (1.87428, 1.16281, 4.04035)  0.081
H (0.13477, -1.21141, 5.51795)  0.085
H (-0.83965, -0.03456, 4.38539)  0.091
H (1.00268, -0.24670, 2.21914)  0.032
H (4.01755, -4.31018, 5.26896)  0.093
H (4.44722, -3.92046, 3.47755)  0.076
H (2.67730, -4.63467, 3.98525)  0.077
H (2.69872, 1.10843, 1.98576)  0.058
H (4.34926, 0.98911, 2.89323)  0.096
H (4.32780, 0.63902, 1.03645)  0.082
H (2.86945, -4.07245, 1.15210)  0.049
H (2.55565, -2.10520, -0.32496)  0.060
H (-0.67113, -4.54564, 2.51794)  0.134
H (-1.72745, -5.48127, 4.49061)  0.098
H (-2.01299, -3.80355, 5.34189)  0.096
H (0.90918, -5.30768, 5.24377)  0.066
H (-0.36991, -5.43752, 6.62767)  0.074
H (0.38306, -3.72179, 6.29481)  0.082
H (-2.05821, -2.05642, 4.03747)  0.123
H (-5.13562, -2.32380, -0.84386)  0.074
H (-5.90002, -2.04689, 0.85599)  0.083
H (-5.33335, -3.85226, 0.33032)  0.065
C (-2.15099, 6.56954, -2.42183)  -0.115
O (-2.13254, 5.63968, -1.35331)  -0.207
C (-3.33908, 5.61334, -0.59216)  -0.184
C (-3.76809, 4.17221, -0.28941)  -0.167
O (-4.21402, 3.41132, -1.41897)  -0.125
C (-3.23593, 3.09233, -2.41689)  -0.167
C (-2.14058, 2.11361, -1.97552)  -0.180
O (-1.27318, 2.71154, -1.00888)  -0.214
C (-1.00341, 1.86572, 0.10014)  -0.117
H (-1.84073, 7.55642, -2.05846)  0.085
H (-1.43798, 6.23090, -3.17762)  0.080
H (-3.13603, 6.63393, -2.89634)  0.085
H (-4.15480, 6.13319, -1.10686)  0.118
H (-3.13963, 6.13308, 0.34785)  0.122
H (-4.62997, 4.22183, 0.38705)  0.126
H (-2.99798, 3.62948, 0.25971)  0.109
H (-2.81782, 4.00026, -2.84952)  0.102
H (-3.79436, 2.61045, -3.22635)  0.125
H (-1.52078, 1.85690, -2.84160)  0.111
H (-2.60235, 1.19600, -1.59455)  0.081
H (-1.88798, 1.30484, 0.41289)  0.060
H (-0.69049, 2.49267, 0.93533)  0.085
H (-0.19155, 1.17643, -0.15400)  0.084
C (7.43266, 6.83696, 1.96751)  -0.115
O (6.47469, 6.88795, 0.92519)  -0.206
C (7.01423, 6.61230, -0.36659)  -0.186
C (6.09658, 5.67170, -1.15763)  -0.171
O (6.02234, 4.32686, -0.66813)  -0.124
C (5.40516, 4.13208, 0.61070)  -0.166
C (3.89861, 4.41488, 0.66417)  -0.179
O (3.62956, 5.81028, 0.50682)  -0.208
C (2.57671, 6.07756, -0.40870)  -0.108
H (7.92789, 7.81060, 2.06240)  0.085
H (6.90715, 6.61530, 2.89970)  0.088
H (8.17604, 6.04877, 1.80705)  0.085
H (8.01539, 6.17172, -0.30244)  0.119
H (7.09168, 7.56556, -0.89465)  0.120
H (6.50602, 5.59040, -2.17185)  0.125
H (5.09774, 6.09188, -1.27980)  0.106
H (5.94680, 4.67312, 1.38543)  0.107
H (5.54415, 3.07047, 0.84082)  0.116
H (3.51598, 4.12754, 1.64964)  0.125
H (3.38688, 3.81418, -0.09588)  0.123
H (2.60822, 5.41235, -1.27551)  0.083
H (2.69125, 7.10105, -0.76631)  0.084
H (1.61348, 5.98281, 0.10319)  0.090
C (-0.78372, -6.19314, -1.05725)  -0.101
O (-1.92742, -7.02897, -1.05050)  -0.209
C (-3.03485, -6.48357, -0.33501)  -0.176
C (-4.34306, -6.68056, -1.11110)  -0.171
O (-4.46859, -5.91112, -2.31357)  -0.129
C (-3.58045, -6.23583, -3.39061)  -0.168
C (-3.80900, -7.60561, -4.04175)  -0.184
O (-3.45959, -8.66623, -3.14884)  -0.205
C (-4.42984, -9.70292, -3.10432)  -0.116
H (-0.18372, -6.38038, -0.15882)  0.088
H (-0.18763, -6.44220, -1.93868)  0.085
H (-1.04793, -5.13214, -1.12104)  0.082
H (-2.89616, -5.41732, -0.12425)  0.114
H (-3.09879, -7.01630, 0.61665)  0.125
H (-5.16223, -6.34497, -0.46363)  0.117
H (-4.54035, -7.73497, -1.30723)  0.104
H (-2.54311, -6.09893, -3.08813)  0.109
H (-3.76607, -5.47698, -4.15805)  0.125
H (-3.15542, -7.69908, -4.91595)  0.122
H (-4.84953, -7.68217, -4.37614)  0.118
H (-5.44996, -9.31156, -3.13656)  0.083
H (-4.30621, -10.24163, -2.16461)  0.086
H (-4.26573, -10.39406, -3.93752)  0.084
C (0.76172, 0.36677, -9.54932)  -0.115
O (0.33305, 1.46274, -8.76078)  -0.206
C (-1.08325, 1.54258, -8.60746)  -0.185
C (-1.46319, 1.86015, -7.15579)  -0.171
O (-1.20651, 0.81582, -6.20857)  -0.127
C (0.16566, 0.48633, -5.95788)  -0.165
C (0.98201, 1.56908, -5.24113)  -0.173
O (1.18529, 2.70537, -6.08483)  -0.206
C (0.94424, 3.94120, -5.42703)  -0.107
H (0.75017, 0.64707, -10.60929)  0.085
H (1.78656, 0.12165, -9.25963)  0.088
H (0.14608, -0.52448, -9.38725)  0.086
H (-1.57761, 0.61477, -8.91622)  0.120
H (-1.43339, 2.35011, -9.25463)  0.121
H (-2.54808, 2.01862, -7.12787)  0.126
H (-1.02305, 2.79982, -6.82044)  0.106
H (0.65333, 0.14948, -6.87167)  0.105
H (0.13800, -0.38813, -5.29922)  0.129
H (1.97393, 1.16964, -5.00308)  0.127
H (0.48362, 1.84242, -4.30450)  0.111
H (0.08163, 3.88814, -4.75774)  0.079
H (0.73373, 4.69357, -6.18740)  0.086
H (1.83700, 4.23815, -4.86699)  0.087

Output
Gap between HOMO and LUMO = 5.822 eV
Charge = -1
HOMO = -3.765 eV

---

Record 3
A cluster of 2 separate species, C19H30F8N3O8P2 in total at a distorted geometry. Source: the Open Molecules 2025 dataset; level of theory: wB97M-V/def2-TZVPD.

Last column: Löwdin charge in e.
Cartesian coordinates (Å):
C (2.92354, 0.49972, -0.11734)  -0.043
C (2.78087, -0.96528, -0.59644)  -0.166
N (1.48298, -1.10309, -1.25833)  0.147
C (1.04717, -2.20016, -1.78004)  -0.386
N (1.82789, -3.33724, -1.77425)  0.145
C (1.92647, -4.03254, -0.46880)  -0.175
O (1.01504, -3.42793, 0.40587)  -0.073
C (1.03265, -3.92806, 1.69622)  -0.261
C (1.33820, -5.24218, 2.04068)  -0.012
C (1.27324, -5.61302, 3.38780)  -0.062
C (0.89758, -4.70998, 4.37688)  -0.071
C (0.59965, -3.38783, 4.02429)  -0.060
C (0.67217, -3.01419, 2.69038)  -0.014
N (-0.20320, -2.25975, -2.42540)  -0.251
C (-1.31040, -2.48316, -1.46910)  -0.260
O (-2.52848, -2.33692, -2.12590)  -0.103
C (-3.59024, -2.89145, -1.36434)  -0.227
O (-4.15332, -2.01063, -0.45541)  -0.077
C (-5.23955, -1.23916, -0.96258)  -0.159
C (-4.75361, 0.20290, -1.21157)  -0.230
O (-4.36161, 0.79647, 0.00690)  -0.050
P (-0.47801, -0.98361, -3.60003)  0.951
P (-0.99997, 0.84449, -2.51935)  0.327
O (0.15880, 1.79148, -2.67171)  -0.361
O (-2.28883, 1.54796, -3.17782)  -0.147
O (-1.20520, 0.59531, -0.91414)  -0.179
H (3.03221, 1.12034, -1.00987)  0.087
H (3.76471, 0.62090, 0.55580)  0.090
H (1.98364, 0.79549, 0.35906)  0.074
H (2.87145, -1.64738, 0.24925)  0.117
H (3.60329, -1.17188, -1.28358)  0.137
H (0.91828, -0.25878, -1.28804)  0.096
H (1.40945, -3.94694, -2.46768)  0.146
H (1.66213, -5.07896, -0.64657)  0.137
H (2.96076, -4.01581, -0.11191)  0.145
H (1.61632, -5.96772, 1.28873)  0.108
H (1.49829, -6.62136, 3.70793)  0.111
H (0.83410, -5.01527, 5.41170)  0.108
H (0.31443, -2.66084, 4.77129)  0.110
H (0.43966, -1.98838, 2.42684)  0.114
H (-1.22731, -3.52251, -1.12200)  0.135
H (-1.20522, -1.85212, -0.57709)  0.129
H (-3.25272, -3.75998, -0.78700)  0.144
H (-4.32725, -3.26426, -2.07931)  0.146
H (-6.06071, -1.19875, -0.24659)  0.132
H (-5.62900, -1.61325, -1.91579)  0.128
H (-3.90808, 0.10893, -1.89678)  0.083
H (-5.54770, 0.81357, -1.63807)  0.131
H (-3.54879, 0.37664, 0.29251)  0.064
H (0.81702, -0.65581, -4.07127)  -0.032
H (-2.28579, 2.47279, -2.89026)  0.101
H (-0.75718, 1.33800, -0.48186)  0.083
C (1.24755, 4.37281, -0.21637)  -0.037
C (0.41744, 5.62951, -0.55735)  -0.438
C (1.12787, 6.98671, -0.59176)  -0.309
F (1.62822, 7.32909, 0.60701)  0.105
F (0.23351, 7.93838, -0.94131)  0.103
F (-0.65354, 5.68385, 0.26224)  0.134
F (-0.06352, 5.42634, -1.81607)  0.103
O (1.17173, 3.86994, 1.12111)  0.019
C (2.00548, 4.32513, 2.13268)  -0.537
C (1.21738, 4.97134, 3.27520)  -0.293
F (0.51600, 6.02956, 2.83697)  0.111
F (2.07887, 5.39953, 4.22083)  0.109
F (2.96960, 5.12397, 1.65680)  0.162
F (2.62494, 3.23295, 2.63682)  0.133
H (0.80520, 3.57330, -0.80919)  0.111
H (2.27653, 4.44592, -0.56646)  0.147
H (1.93431, 6.98402, -1.33079)  0.174
H (0.52531, 4.25064, 3.71637)  0.175

Output
Gap between HOMO and LUMO = 8.329 eV
Charge = +1
HOMO = -11.907 eV

---

Record 4
A structure of composition C10H11CaI2NO4S at a distorted geometry. Source: the Open Molecules 2025 dataset; level of theory: wB97M-V/def2-TZVPD.

Last column: Löwdin charge in e.
Cartesian coordinates (Å):
Ca (0.00973, 0.26891, 0.53440)  0.990
O (0.71867, 3.03722, -2.33021)  0.071
C (0.39352, 2.07215, -1.66811)  -0.621
O (0.13710, 2.03232, -0.42431)  -0.259
C (0.21804, 0.70083, -2.34736)  -0.163
C (0.03726, 0.44524, -3.70131)  0.026
C (-0.29158, -0.85053, -4.07930)  -0.027
C (-0.49163, -1.83554, -3.11642)  0.023
C (-0.27308, -1.49476, -1.78744)  -0.187
N (0.11219, -0.27134, -1.46400)  -0.042
C (-0.70311, -2.22306, -0.51692)  -0.686
O (-1.57625, -3.08059, -0.57817)  0.019
O (-0.23845, -1.72865, 0.55425)  -0.307
H (0.11928, 1.25385, -4.41093)  0.122
H (-0.43408, -1.08657, -5.12465)  0.111
H (-0.82928, -2.82660, -3.37780)  0.122
I (-1.89855, -0.41123, 2.99073)  0.834
C (-3.06117, -1.33472, 1.45475)  -1.047
I (-3.29766, -0.03396, -0.22762)  0.900
H (-4.04476, -1.55926, 1.86080)  -0.028
H (-2.53114, -2.22670, 1.11673)  -0.045
C (2.58885, 0.04143, 3.31786)  -0.371
S (2.28673, 1.04184, 1.82886)  0.731
C (1.39683, 2.43193, 2.57971)  -0.377
H (3.28082, 0.57273, 3.96795)  0.040
H (3.04322, -0.88691, 2.98361)  0.039
H (1.65455, -0.16588, 3.83603)  0.028
H (0.53877, 2.06697, 3.14760)  0.025
H (1.06489, 3.05811, 1.75432)  0.033
H (2.07030, 2.99280, 3.22693)  0.046

Output
Gap between HOMO and LUMO = 8.819 eV
HOMO = -9.371 eV